1.
Computed, not measured: a structure of composition C14H10BrCl13F6GaO in a non-equilibrium geometry, with wB97M-V/def2-TZVPD.

Geometry as XYZ:
```
46
Properties=species:S:1:pos:R:3:forces:R:3:mulliken_charge:R:1
O -0.5199 -3.1000 -0.0329 0.0760 -0.1142 1.1823 -0.450
C -0.6457 -2.9131 1.1470 -0.3220 0.0852 -1.2383 0.425
F 0.3506 -3.3809 1.9887 -0.3614 0.2783 -0.1850 -0.310
C -1.7310 -2.1848 1.8460 0.7081 -0.1555 0.6506 -0.480
Ga -1.7245 -0.1870 1.4157 -0.6234 -0.1794 0.0562 0.130
Cl -2.0170 0.1714 -0.7662 0.0070 -0.1199 0.8058 -0.274
Br -3.7211 0.6799 2.5096 1.1216 -1.0815 1.0357 -0.519
C -0.1538 0.8270 2.2406 -0.4456 -0.4022 -0.7495 1.320
F -0.3695 2.1848 2.0806 0.2386 0.0434 0.2453 -0.343
F -0.1462 0.5748 3.5994 0.0771 0.2524 0.0652 -0.350
C 1.2006 0.4825 1.6798 0.2614 0.1326 0.6492 0.007
C 2.2842 0.2650 2.5059 0.1315 -0.6752 1.1398 -1.237
C 3.5259 -0.0285 1.9908 0.6019 -0.5379 -0.1758 -0.582
C 3.7203 -0.0892 0.6312 0.8142 -0.3507 -0.5560 -0.541
C 2.6553 0.1120 -0.2109 -0.2825 0.3717 -0.4223 -0.306
C 2.7704 0.0245 -1.7152 -0.1920 -0.3941 0.8106 0.815
F 3.9738 0.4437 -2.1398 -0.0179 -0.0373 -0.2547 -0.290
F 1.8233 0.7373 -2.3434 0.1903 0.1998 -0.1285 -0.265
F 2.6032 -1.2512 -2.1246 0.2710 0.0499 -0.1874 -0.257
C 1.4241 0.4027 0.3273 -1.3438 0.2856 -0.9208 0.200
H -2.7181 -2.5960 1.6269 0.1795 0.1142 -0.3561 0.291
H -1.5655 -2.2663 2.9260 -0.1089 0.0652 -0.1399 0.356
H 2.2035 0.3018 3.5871 -0.3184 0.0615 -0.1247 0.495
H 4.3931 -0.2135 2.6147 -0.2308 0.1060 0.2356 0.385
H 4.7073 -0.2924 0.2258 -0.1041 -0.0147 0.0503 0.428
H 0.5858 0.5880 -0.3421 0.1057 -0.0701 0.0529 0.497
C 3.9102 4.4186 2.4542 -0.1444 -0.1401 -0.1033 -0.050
Cl 5.5758 4.6224 1.8859 0.0134 0.0204 0.0456 -0.154
Cl 2.8097 5.4434 1.5286 0.0312 -0.0038 0.0477 -0.128
Cl 3.4201 2.7220 2.3587 0.3208 1.0925 0.0953 0.053
H 3.8690 4.7295 3.4903 0.0230 0.0162 -0.0322 0.289
C -0.4519 0.3195 -4.8807 -0.2014 0.0821 0.1606 0.410
Cl -1.4805 0.9215 -3.5927 0.2053 0.0607 -0.4713 -0.059
Cl -1.0763 -1.2141 -5.5024 0.0591 -0.0304 -0.0704 -0.139
Cl -0.2958 1.5066 -6.1882 0.0607 -0.0258 -0.0407 -0.162
H 0.5332 0.1394 -4.4695 -0.0030 0.0013 -0.0451 -0.068
C -2.0647 -5.6894 -1.8720 -0.0384 0.2011 -0.0231 0.074
Cl -3.1229 -5.0902 -0.5964 -0.0130 -0.0464 -0.0448 -0.116
Cl -2.6680 -7.2330 -2.5008 0.0414 -0.0652 0.0139 -0.164
Cl -1.9081 -4.5138 -3.1759 0.0042 -0.0294 0.0954 -0.072
H -1.0837 -5.8567 -1.4463 -0.0175 0.0358 0.0022 0.255
C -5.8337 3.1778 -0.4948 0.0835 -0.1864 0.2267 -0.078
Cl -4.6142 3.9551 -1.5155 -0.0358 0.0245 -0.0015 -0.140
Cl -6.9672 2.2434 -1.4904 -0.0395 0.0534 -0.0046 -0.161
Cl -5.0643 2.1491 0.7335 -0.7674 1.0206 -1.3002 -0.027
H -6.3956 3.9562 0.0063 -0.0152 0.0056 -0.0908 0.294
```
Positions in Å, forces in eV/Å.

Values from the calculation:
E = -318248.9615 eV
highest occupied orbital energy = -6.57 eV
gap between HOMO and LUMO = 0.3219 hartree
total charge = -1

=====

2.
Computed, not measured: a structure of composition C20H20N5O7P2Ru in a non-equilibrium geometry, with wB97M-V/def2-TZVPD.

Geometry as XYZ:
```
55
Properties=species:S:1:pos:R:3:forces:R:3:mulliken_charge:R:1
Ru 1.1897 0.7407 -0.3346 -1.4749 1.1751 -0.0290 0.370
C -5.2969 1.5607 2.5547 0.0248 0.0003 -0.0255 -1.559
C -4.0534 1.1378 1.8162 -0.0579 -0.0181 0.0236 0.219
C -3.8913 -0.1600 1.3402 0.0106 -0.0415 -0.0285 -1.171
C -2.7656 -0.5375 0.6334 -0.1189 0.0063 0.0321 -0.595
C -1.7218 0.3605 0.3786 0.1384 -0.1979 -0.3418 1.233
N -0.6367 -0.0118 -0.3945 -0.2227 -0.4600 0.1403 0.111
C -0.2391 -1.3444 -0.5590 -0.0200 -0.2035 -0.0088 0.645
C -0.1964 -2.3333 0.4307 -0.1101 0.1408 0.1145 -0.277
C 0.4332 -3.5348 0.1896 0.0376 -0.0408 -0.1042 -0.763
C 1.0563 -3.8089 -1.0335 -0.0349 -0.0571 0.1015 0.745
C 1.8851 -5.0483 -1.2008 -0.0062 0.0392 0.0260 -1.655
C 0.9981 -2.8485 -2.0292 -0.0324 0.0574 -0.0537 -0.470
C 0.3605 -1.6464 -1.7844 -0.0801 0.0567 -0.1733 -0.349
N 0.4358 -0.5776 -2.7294 0.2303 0.0017 0.0653 0.571
C 0.0969 -0.5320 -4.0269 0.0128 0.0227 -0.0209 0.062
C 0.3496 0.7457 -4.4784 -0.0091 -0.0165 0.0016 -1.241
C 0.8470 1.4310 -3.3648 0.0543 0.0758 -0.0044 -0.409
N 0.9017 0.6247 -2.3177 0.1791 -0.3259 -0.7385 0.122
C -1.9032 1.6657 0.8407 0.1519 0.2375 0.0808 0.284
C -3.0418 2.0406 1.5387 0.0078 0.0297 0.0032 -0.660
N -0.8956 2.6479 0.6016 -0.1532 -0.4496 -0.2657 0.319
C -0.6502 3.7599 1.2871 0.0246 0.2050 0.1143 0.080
C 0.4373 4.3961 0.7115 -0.1237 0.0484 0.0336 -1.194
C 0.8019 3.5664 -0.3302 -0.1770 -0.1006 -0.3689 0.078
N -0.0175 2.4956 -0.4260 0.6454 0.5690 1.0870 -0.477
H -5.7661 0.7101 3.0491 0.0150 0.0060 -0.0016 0.384
H -6.0358 1.9939 1.8762 0.0163 -0.0109 -0.0052 0.292
H -5.0723 2.3095 3.3152 0.0047 -0.0126 -0.0046 0.368
H -4.6704 -0.8935 1.5151 0.0169 0.0056 0.0068 0.374
H -2.6834 -1.5470 0.2546 -0.0255 0.0127 0.0218 0.466
H -0.6180 -2.1142 1.4036 0.0336 -0.0129 -0.0081 0.575
H 0.5004 -4.2660 0.9864 0.0021 0.0143 -0.0108 0.374
H 1.3986 -5.9177 -0.7576 0.0019 0.0049 -0.0110 0.411
H 2.8384 -4.8904 -0.6904 0.0046 -0.0124 -0.0174 0.253
H 2.0893 -5.2564 -2.2506 -0.0110 -0.0075 0.0090 0.395
H 1.5153 -2.9959 -2.9697 0.0191 0.0081 0.0194 0.397
H -0.3077 -1.4011 -4.5171 0.0086 0.0166 0.0027 0.499
H 0.1918 1.1329 -5.4692 0.0092 -0.0163 0.0180 0.416
H 1.1705 2.4551 -3.2784 -0.0208 -0.0327 0.0055 0.411
H -3.1509 3.0690 1.8626 -0.0014 -0.0126 -0.0231 0.381
H -1.2407 4.0272 2.1465 -0.0022 0.0131 -0.0462 0.405
H 0.8966 5.3176 1.0218 -0.0051 -0.0296 0.0007 0.432
H 1.6083 3.6754 -1.0371 0.0635 -0.0452 0.0737 0.409
O 4.8374 -0.2816 0.7546 0.0593 0.0009 -0.1581 -0.597
P 3.5361 -1.1256 0.4119 -0.3048 0.1991 -0.1767 0.750
O 3.8034 -2.5585 0.3338 -0.0342 0.0149 -0.1619 -0.683
O 2.7888 -0.4125 -0.7645 0.3022 -0.6139 0.7566 -0.423
O 2.5423 -0.8055 1.6799 0.4758 0.0348 0.5490 -0.099
P 2.1633 0.7074 2.0964 0.0392 0.0147 -0.0597 0.618
O 2.7155 0.8872 3.5699 -0.1199 0.0169 -0.0365 -0.579
O 0.6686 0.7920 1.9566 0.3329 -0.2389 -0.2829 -0.219
O 2.8565 1.6779 1.1720 0.2390 -0.0403 -0.1134 -0.760
H 4.6042 0.6617 0.8204 -0.0234 0.0059 -0.0513 0.393
H 2.3363 0.2590 4.1947 0.0075 -0.0372 0.0446 0.339
```
Positions in Å, forces in eV/Å.

Values from the calculation:
expectation value of S² = 0.758
E = -64013.7144 eV
spin multiplicity = 2
highest occupied orbital energy (spin up / spin down) = -7.48 / -7.56 eV
gap between HOMO and LUMO (spin up / spin down) = 0.2650 / 0.2435 hartree
ΔE to the lowest compared entry with this formula, charge and spin = 32.1 kcal per mole

=====

3.
Computed, not measured: the ion C5H13NO with charge +1 in a non-equilibrium geometry, with wB97M-V/def2-TZVPD.

Geometry as XYZ:
```
20
Properties=species:S:1:pos:R:3:forces:R:3:mulliken_charge:R:1
C 0.3641 -0.6462 1.7548 0.5463 -0.6629 1.1133 -1.401
C 0.6703 -0.9323 0.2717 0.3992 -0.1321 0.4590 0.499
C -0.4037 -0.4823 -0.7734 1.0043 -0.9990 -0.0070 -0.738
C -1.2815 0.7470 -0.5869 1.6776 0.2692 0.6215 -0.646
C -0.4017 1.9842 -0.2690 -0.3871 -0.5573 0.2712 -0.510
O 0.7099 2.1418 -1.1406 -0.9196 0.2577 -0.1313 -0.509
N 0.8870 -2.3826 0.1346 -0.2531 2.7604 -2.2276 -0.123
H 1.0908 -1.1806 2.3910 -0.0121 0.4459 -0.3156 0.434
H -0.5787 -1.0678 2.0718 -0.5520 0.1898 -0.2418 0.356
H 0.4400 0.4145 1.9593 -0.1181 -0.0116 -0.0382 0.304
H 1.6516 -0.4701 0.0548 -0.2642 -0.1284 0.2547 0.305
H 0.2554 -0.3164 -1.6423 -0.6533 -0.1930 -0.0981 0.320
H -1.0028 -1.3902 -0.9127 -0.3951 0.3081 -0.5030 0.490
H -1.9347 0.6477 0.2880 -0.4558 -0.1118 -0.6390 0.301
H -1.7401 0.8629 -1.5754 -0.6041 0.1132 0.5285 0.339
H -1.0870 2.8399 -0.2069 0.4713 0.1383 -0.2246 0.374
H 0.0357 1.8542 0.7157 -0.0962 0.1382 0.1645 0.179
H 0.3717 2.6920 -1.8550 0.4794 0.0167 -0.2884 0.348
H 0.1282 -2.7407 -0.4568 0.1003 -1.0118 0.6498 0.304
H 1.8254 -2.5749 -0.2226 0.0323 -0.8297 0.6520 0.375
```
Positions in Å, forces in eV/Å.

Values from the calculation:
expectation value of S² = 0.754
E = -8923.7923 eV
spin multiplicity = 2
highest occupied orbital energy (spin up / spin down) = -14.03 / -14.03 eV
gap between HOMO and LUMO (spin up / spin down) = 0.3952 / 0.1933 hartree
ΔE to the lowest compared entry with this formula, charge and spin = 45.2 kcal per mole
total charge = +1

=====

4.
Computed, not measured: the ion C3H10NS with charge +1 in a non-equilibrium geometry, with wB97M-V/def2-TZVPD.

Geometry as XYZ:
```
15
Properties=species:S:1:pos:R:3:forces:R:3:mulliken_charge:R:1
C 1.9470 0.1521 -0.2695 -0.5990 2.7710 -1.1792 -0.932
N 0.6199 0.5266 0.3027 -0.4516 -0.3705 2.8759 -0.073
C -0.6375 -0.1650 -0.1917 -0.1499 -0.7770 -3.3240 -0.065
C -1.3929 -1.0392 0.7848 0.0041 2.4370 2.4644 -1.261
S -1.6968 1.2392 -0.7617 -1.1047 -0.4774 2.6304 -0.180
H 1.8645 0.3402 -1.3353 -0.1124 -0.7010 -0.2982 0.401
H 2.6957 0.9011 -0.0076 -0.1250 -0.1980 0.6992 0.365
H 2.2281 -0.8093 -0.0040 0.3862 -1.7787 0.3808 0.350
H 0.2853 1.4840 0.0549 1.1984 -0.0375 0.6620 0.408
H 0.6339 0.3930 1.3856 0.0604 0.6952 -2.2173 0.380
H -0.3392 -0.7408 -1.1793 -0.4659 0.9305 2.1895 0.307
H -2.0699 -0.4068 1.5079 1.5005 -0.7733 -1.1863 0.356
H -2.1350 -1.5482 0.2322 -0.3317 -1.3428 -0.4644 0.390
H -0.6867 -1.5845 1.4424 -0.6897 -0.3847 -0.6686 0.364
H -1.3167 1.2575 -1.9615 0.8805 0.0071 -2.5641 0.190
```
Positions in Å, forces in eV/Å.

Values from the calculation:
structure (SMILES) = C[NH2+][C@@H](C)S
E = -15590.7970 eV
highest occupied orbital energy = -14.42 eV
gap between HOMO and LUMO = 0.4077 hartree
ΔE to the lowest compared entry with this formula, charge and spin = 30.1 kcal per mole
total charge = +1